One molecule with the formula CN2O2S2 in a non-equilibrium geometry. Source: the Open Molecules 2025 dataset; level of theory: wB97M-V/def2-TZVPD.

Structure (XYZ):
```
7
Properties=species:S:1:pos:R:3:mulliken_charge:R:1
C -0.2764 -0.3879 1.4660 0.502
N -0.8851 -0.8042 0.5406 -0.135
N 0.1633 0.4760 -1.3292 1.006
O 0.2942 0.5777 -2.4892 -0.559
O 0.3602 1.2407 -0.4324 -0.548
S 0.3356 0.0349 2.8326 -0.248
S 0.0083 -1.1372 -0.5884 -0.018
```

Output
multiplicity	1
relative energy (zero: lowest compared OMol25 entry of this formula, charge and spin)	218.35	kJ/mol

A 2-piece molecular cluster, C3H9ClOPS overall in a non-equilibrium geometry. Source: the Open Molecules 2025 dataset; level of theory: wB97M-V/def2-TZVPD.

Structure (XYZ):
```
16
Properties=species:S:1:pos:R:3:mulliken_charge:R:1
C 1.4799 -0.0484 -1.5982 -0.741
C -1.9357 0.9601 -0.1144 -1.088
C -0.5775 -0.9119 1.6123 -0.884
O 0.4650 0.2325 -0.8897 -0.232
P -0.9610 -0.6762 -0.1357 0.735
S -1.3139 -2.2168 -1.3170 0.030
Cl 3.4780 0.6520 -0.1724 -0.250
H 1.9260 -0.9615 -1.8528 0.487
H 1.7757 0.8077 -2.2528 0.376
H 3.7223 1.3517 0.9359 0.269
H -2.8699 0.7983 0.3792 0.434
H -2.0746 1.4186 -1.0783 0.355
H -1.3544 1.6138 0.5767 0.412
H -1.0769 -1.7949 1.9913 0.408
H -1.0903 -0.0349 1.9409 0.327
H 0.4074 -1.1900 1.9750 0.361
```

Output
multiplicity	3
charge	+1
E_tot	-1394.25802	a.u.

An isolated ion of composition C6H8N and charge +1 in a non-equilibrium geometry. Source: the Open Molecules 2025 dataset; level of theory: wB97M-V/def2-TZVPD.

Structure (XYZ):
```
15
Properties=species:S:1:pos:R:3:mulliken_charge:R:1
C 1.2596 -1.0457 2.1985 -0.758
C -0.2894 -0.8274 0.0804 -0.439
C 0.2903 1.1601 -0.3651 -0.299
C -0.6583 0.1680 -0.7938 0.655
C 0.8265 -0.4755 1.0743 0.370
C -1.5869 0.2320 -1.9382 -1.098
N 1.1178 0.8229 0.6078 -0.009
H 2.1767 -0.6698 2.6515 0.274
H 0.9049 -1.9002 2.7657 0.296
H -0.7892 -1.7775 -0.0343 0.396
H 0.4895 2.0855 -0.8816 0.404
H -1.0812 0.8293 -2.6140 0.371
H -2.4741 0.7808 -1.6451 0.300
H -1.7753 -0.8252 -2.2370 0.345
H 1.5891 1.4427 1.1311 0.192
```

Output
multiplicity	1
relative energy (zero: lowest compared OMol25 entry of this formula, charge and spin)	234.12	kJ/mol
structure (SMILES)	C=C1C=C(C)C=[NH+]1
charge	+1

One molecule with the formula C18H20FN3O4S in a non-equilibrium geometry. Source: the Open Molecules 2025 dataset; level of theory: wB97M-V/def2-TZVPD.

Structure (XYZ):
```
47
Properties=species:S:1:pos:R:3:mulliken_charge:R:1
C 0.4371 -0.8588 -6.4654 -1.337
C 1.0372 -1.0271 -5.1041 0.876
O 2.2267 -0.9212 -4.8762 -0.591
N 0.1971 -1.4859 -4.1769 -0.071
C 0.3462 -1.7926 -2.9866 0.712
C 1.8764 -1.7673 -2.4341 -0.139
C 2.1922 -2.0246 -1.1536 -0.918
C 0.8818 -2.5267 -0.1898 0.184
C -0.3672 -2.5775 -0.7029 -0.082
C -0.5687 -2.1270 -2.0361 -1.314
H -1.4445 -2.3361 -2.2870 0.665
H -1.1425 -2.9359 -0.0188 0.475
S 1.1209 -2.7220 1.3958 0.834
O 2.5039 -3.5747 1.7810 -0.787
O -0.0511 -3.2695 2.1308 -0.637
N 1.8291 -1.2326 2.0748 -0.284
C 0.9467 0.0082 1.7106 0.521
C -0.3514 -0.1643 1.6510 0.015
C -1.2342 0.9123 1.5585 0.148
C -0.4637 2.1962 1.2286 0.522
C 0.7467 2.1480 1.2828 -0.231
C 1.7731 1.0550 1.6312 -1.580
H 2.7183 1.1666 1.7797 0.706
H 1.5062 3.1714 1.1428 0.005
N -1.4376 3.1318 0.9790 0.055
C -1.0183 4.6293 1.5886 -0.855
H -0.0273 4.6778 1.7876 0.489
C -1.9922 4.7446 2.8129 -0.556
H -1.7117 5.8029 3.0540 0.316
O -3.2760 4.8955 2.1672 -0.391
C -3.6415 3.5220 1.6386 -0.344
H -4.7466 3.6191 1.1302 0.282
C -2.6312 3.3392 0.4396 -0.687
H -2.9244 2.4271 -0.2287 0.385
H -2.7429 4.1526 -0.4133 0.308
H -3.5090 2.7179 2.4607 0.244
H -2.0251 3.9552 3.4324 0.404
H -0.8300 5.5180 0.8169 0.307
F -2.4761 0.7125 1.3655 -0.323
H -0.7665 -1.2368 1.9419 0.508
H 2.7842 -0.9570 2.1562 0.232
H 3.3225 -2.1241 -0.5989 0.238
H 2.7107 -1.5700 -3.0643 0.508
H -0.7165 -1.5691 -4.5743 0.221
H -0.0975 -2.0030 -6.8193 0.246
H 1.0092 -0.4933 -7.2184 0.422
H -0.4011 -0.0307 -6.4360 0.299
```

Output
multiplicity	1
relative energy (zero: lowest compared OMol25 entry of this formula, charge and spin)	1476.63	kJ/mol
structure (SMILES)	CC(=O)Nc1ccc(S(=O)(=O)Nc2ccc(N3CCOCC3)c(F)c2)cc1